The following is a DFT calculation (ωB97M-V/def2-TZVPD) of 9 unconnected molecules or ions with the total composition C36H72O18S9 at a distorted geometry.

## Properties
Kohn-Sham gap (spin up / spin down) in eV: 8.949 / 2.297
Lowest unoccupied orbital energy (spin up / spin down) in eV: -2.458 / -9.111
Energy relative to the best compared isomer or geometry (same formula, charge and spin) in kJ/mol: 0.0
⟨S²⟩: 0.7586

ORCA input file:
```
! RIJCOSX wB97M-V def2-TZVPD def2/J DEFGRID3
* xyz 1 2
C 2.186 -6.372 7.379
C 3.080 -5.268 7.969
C 2.590 -3.946 7.520
S 2.005 -4.107 5.828
O 3.241 -4.124 5.012
O 0.883 -3.186 5.501
C 1.589 -5.858 6.013
H 1.535 -6.533 8.238
H 2.693 -7.328 7.245
H 4.104 -5.429 7.634
H 3.157 -5.438 9.043
H 3.234 -3.067 7.550
H 1.764 -3.651 8.167
H 1.653 -6.513 5.144
H 0.540 -5.715 6.270
C 4.389 -13.846 8.234
C 5.359 -14.567 7.272
C 5.411 -13.754 5.928
S 3.790 -12.989 5.713
O 2.915 -14.035 5.240
O 3.920 -11.720 4.965
C 3.530 -12.754 7.516
H 4.994 -13.293 8.952
H 3.780 -14.533 8.822
H 4.962 -15.571 7.122
H 6.338 -14.642 7.746
H 5.889 -14.310 5.122
H 6.131 -12.970 6.164
H 2.455 -12.798 7.691
H 3.899 -11.731 7.595
C -4.595 -12.427 6.246
C -5.330 -13.616 5.540
C -4.321 -14.643 5.120
S -2.792 -14.423 6.196
O -1.706 -13.727 5.438
O -2.574 -15.584 7.029
C -3.551 -13.057 7.140
H -5.224 -11.882 6.950
H -4.252 -11.661 5.550
H -5.716 -13.214 4.604
H -6.122 -14.035 6.162
H -3.927 -14.606 4.104
H -4.549 -15.708 5.156
H -2.831 -12.318 7.492
H -4.002 -13.481 8.037
C -1.717 -4.345 12.026
C -0.330 -4.850 12.312
C 0.406 -5.121 10.971
S -0.877 -5.648 9.772
O -0.693 -7.074 9.456
O -0.957 -4.682 8.662
C -2.300 -5.282 10.956
H -1.546 -3.337 11.648
H -2.319 -4.397 12.934
H -0.340 -5.812 12.826
H 0.364 -4.344 12.982
H 1.060 -5.983 11.108
H 0.933 -4.313 10.464
H -2.508 -6.253 11.405
H -3.194 -4.942 10.432
C 0.232 -13.391 1.667
C 0.852 -14.328 2.677
C -0.084 -15.583 2.923
S -0.805 -15.880 1.260
O -2.245 -16.017 1.316
O -0.016 -17.004 0.762
C -0.250 -14.284 0.561
H 0.916 -12.580 1.415
H -0.616 -12.896 2.140
H 0.996 -13.918 3.676
H 1.846 -14.654 2.374
H -0.993 -15.308 3.457
H 0.269 -16.493 3.407
H -1.117 -13.817 0.095
H 0.552 -14.498 -0.145
C -1.223 -13.260 11.662
C -1.159 -12.710 10.256
C -2.445 -11.841 10.087
S -2.664 -10.933 11.659
O -4.000 -11.110 12.260
O -2.160 -9.584 11.608
C -1.533 -12.017 12.557
H -0.388 -13.896 11.955
H -2.086 -13.923 11.731
H -1.103 -13.531 9.542
H -0.267 -12.094 10.134
H -3.213 -12.590 10.283
H -2.561 -11.230 9.192
H -1.782 -12.196 13.603
H -0.661 -11.364 12.528
C -0.808 -10.605 4.114
C -1.614 -9.815 5.179
C -0.615 -9.074 6.141
S 0.744 -10.289 6.387
O 0.457 -11.067 7.586
O 1.940 -9.519 6.280
C 0.396 -11.245 4.853
H -0.559 -10.073 3.196
H -1.482 -11.386 3.761
H -2.115 -10.562 5.794
H -2.467 -9.280 4.760
H -0.997 -8.775 7.117
H -0.164 -8.293 5.529
H 0.204 -12.280 5.135
H 1.237 -11.170 4.163
C -2.734 -7.336 2.432
C -2.540 -6.356 3.575
C -1.104 -5.727 3.444
S -0.891 -5.461 1.651
O 0.431 -6.014 1.220
O -1.276 -4.066 1.387
C -2.224 -6.695 1.177
H -3.799 -7.554 2.345
H -2.183 -8.244 2.678
H -2.703 -6.798 4.558
H -3.202 -5.492 3.510
H -0.397 -6.486 3.778
H -0.952 -4.811 4.014
H -1.753 -7.344 0.439
H -3.056 -6.129 0.758
C 4.743 -6.459 2.700
C 4.873 -7.376 3.825
C 4.826 -8.837 3.334
S 3.461 -8.752 1.977
O 2.183 -9.132 2.521
O 3.845 -9.332 0.678
C 3.510 -6.916 1.835
H 5.619 -6.540 2.056
H 4.700 -5.415 3.010
H 3.959 -7.276 4.409
H 5.734 -7.170 4.460
H 4.545 -9.534 4.124
H 5.783 -9.091 2.878
H 2.585 -6.490 2.222
H 3.575 -6.595 0.795
*
```

***

The following is a DFT calculation (ωB97M-V/def2-TZVPD) of 9 unconnected molecules or ions with the total composition C36H72O9 at a distorted geometry.

## Properties
Kohn-Sham gap in eV: 9.816
Lowest unoccupied orbital energy in eV: 0.672
Energy relative to the best compared isomer or geometry (same formula, charge and spin) in kJ/mol: 29.4

ORCA input file:
```
! RIJCOSX wB97M-V def2-TZVPD def2/J DEFGRID3
* xyz 0 1
C -1.314 0.812 0.388
C -0.720 1.455 -0.856
C 0.714 0.909 -0.898
O 1.016 0.420 0.406
C -0.092 0.563 1.279
H -1.773 -0.152 0.159
H -2.047 1.440 0.893
H -0.724 2.543 -0.758
H -1.256 1.227 -1.776
H 1.416 1.715 -1.121
H 0.782 0.123 -1.653
H 0.110 1.395 1.962
H -0.266 -0.339 1.870
C 2.855 -1.626 -2.678
C 3.647 -2.926 -2.742
C 4.982 -2.396 -3.261
O 4.624 -1.449 -4.260
C 3.395 -0.826 -3.876
H 3.036 -1.082 -1.750
H 1.774 -1.742 -2.789
H 3.195 -3.625 -3.452
H 3.717 -3.433 -1.781
H 5.591 -3.158 -3.744
H 5.521 -1.912 -2.437
H 2.744 -0.851 -4.754
H 3.563 0.221 -3.605
C -2.079 4.232 -4.914
C -1.343 5.567 -5.003
C -0.459 5.472 -3.766
O -1.251 4.844 -2.770
C -2.252 4.048 -3.412
H -1.505 3.434 -5.391
H -3.050 4.206 -5.414
H -2.044 6.405 -4.983
H -0.788 5.691 -5.934
H -0.129 6.443 -3.399
H 0.415 4.856 -4.010
H -3.227 4.432 -3.089
H -2.207 3.007 -3.084
C -0.609 -0.162 -5.827
C -0.163 0.875 -6.863
C 0.942 1.619 -6.151
O 0.608 1.576 -4.773
C -0.274 0.502 -4.483
H 0.034 -1.037 -5.968
H -1.639 -0.493 -5.928
H -0.973 1.567 -7.122
H 0.093 0.410 -7.815
H 1.008 2.663 -6.464
H 1.929 1.168 -6.317
H -1.176 0.921 -4.035
H 0.199 -0.238 -3.834
C -3.905 -2.835 -3.258
C -2.576 -3.396 -2.768
C -2.014 -2.246 -1.936
O -2.462 -1.073 -2.631
C -3.781 -1.302 -3.092
H -4.768 -3.203 -2.687
H -4.223 -3.157 -4.254
H -1.888 -3.557 -3.601
H -2.661 -4.341 -2.236
H -0.934 -2.128 -1.988
H -2.330 -2.242 -0.887
H -3.913 -0.792 -4.046
H -4.521 -0.929 -2.377
C -3.185 2.411 5.190
C -1.827 3.042 4.898
C -0.948 1.800 4.824
O -1.778 0.833 4.135
C -3.145 1.081 4.405
H -4.030 3.061 4.960
H -3.273 2.203 6.259
H -1.510 3.696 5.713
H -1.772 3.597 3.962
H -0.712 1.367 5.798
H -0.073 1.889 4.189
H -3.564 0.287 5.032
H -3.695 1.155 3.466
C 0.646 -3.995 -0.870
C 0.667 -2.917 0.217
C 1.898 -3.269 1.058
O 2.735 -4.070 0.201
C 1.839 -4.895 -0.538
H 0.771 -3.602 -1.881
H -0.292 -4.554 -0.928
H -0.234 -2.865 0.825
H 0.863 -1.951 -0.247
H 1.702 -3.855 1.959
H 2.485 -2.381 1.284
H 1.561 -5.750 0.090
H 2.333 -5.217 -1.453
C 2.312 2.982 6.939
C 2.657 3.180 5.435
C 2.660 1.759 4.854
O 2.023 0.933 5.820
C 2.377 1.445 7.085
H 1.314 3.360 7.146
H 3.084 3.410 7.573
H 3.647 3.635 5.400
H 1.973 3.867 4.941
H 3.690 1.427 4.679
H 2.087 1.639 3.937
H 3.411 1.157 7.316
H 1.671 1.072 7.824
C -0.157 -3.066 6.064
C -0.901 -1.852 5.488
C -1.203 -2.368 4.091
O -0.044 -3.106 3.695
C 0.726 -3.431 4.875
H -0.843 -3.859 6.368
H 0.401 -2.806 6.966
H -0.214 -1.008 5.425
H -1.791 -1.611 6.067
H -1.484 -1.568 3.409
H -2.037 -3.085 4.124
H 1.639 -2.831 4.899
H 0.971 -4.487 4.775
*
```

***

- Which formula does entry 1 have?
  C36H72O18S9

***

- Which of these has the highest energy relative to the best compared isomer or geometry (same formula, charge and spin)?
  C36H72O9

***

- Among the records above, which one has the lowest energy relative to the best compared isomer or geometry (same formula, charge and spin)?
  C36H72O18S9